Computed, not measured: C5H7MgO4 as an isolated structure at a distorted geometry, with the ωB97M-V functional and the def2-TZVPD basis.

Values from the calculation:
Electronic energy, eV: -18911.5659
Net charge: +2
2S+1: 2

Atoms and positions in Å:
O  1.3844  -0.7207  0.6202
Mg  1.7890  1.1433  0.2343
C  0.9674  -1.4283  1.5977
C  -0.5046  -1.5765  1.7012
H  -0.8321  -1.8598  0.6883
H  1.5936  -2.3038  1.8299
H  -0.3207  -0.8359  2.6400
H  -0.7462  -2.4900  2.2655
C  -1.5487  0.4479  0.4748
C  -0.6145  0.8725  -0.4033
O  -0.6363  1.0196  -1.7432
C  0.4825  1.4980  -2.2993
O  1.5095  1.6969  -1.6581
O  0.2889  1.7886  -3.5344
H  -1.5272  0.8205  1.5012
H  -2.3968  -0.1139  0.0670
H  1.1121  2.0416  -3.9818

Charges computed using Mulliken, reported in e: -0.537, 1.167, 0.233, -0.843, 0.414, 0.406, 0.280, 0.360, -0.985, 0.358, -0.207, 0.921, -0.458, -0.321, 0.376, 0.398, 0.436